[1]
Computed, not measured: an isolated molecule of C3H4N2O3 at a distorted geometry, with the ωB97M-V functional and the def2-TZVPD basis.

Structure (XYZ):
```
12
Properties=species:S:1:pos:R:3
H 1.193 2.301 0.509
N 0.032 2.009 0.081
C 0.416 0.780 -0.160
O 1.806 0.536 -0.112
C 1.793 -0.907 0.344
O 0.417 -1.392 -0.152
N -0.400 -0.248 -0.488
C -1.817 -0.603 0.007
O -2.658 0.138 0.223
H 1.680 -1.255 1.508
H 2.850 -1.495 -0.174
H -2.020 -1.758 0.187
```

Calculated values
* calculated total energy: -451.73528 a.u.
* Kohn-Sham gap: 9.96 eV
* LUMO level: 0.547 eV
* max |F|: 6.24 eV/Å
* SMILES: [H]/N=C1\OCON1C=O

***

[2]
Computed, not measured: a cluster of 2 separate species, C11H12N2S in total at a distorted geometry, with the ωB97M-V functional and the def2-TZVPD basis.

Structure (XYZ):
```
26
Properties=species:S:1:pos:R:3
C 1.406 -2.083 -0.252
C -1.438 -1.120 3.813
C -2.256 -1.131 2.691
C -0.108 -1.494 3.606
C -1.800 -1.304 1.351
C 0.376 -1.695 2.295
C -0.501 -1.679 1.191
C 0.467 0.674 -0.372
C 1.034 -0.017 -2.580
C 1.153 2.422 -1.978
C 0.000 -1.950 -0.097
N 2.535 -2.238 -0.495
N 0.985 1.003 -1.566
S 0.264 1.429 1.039
H -1.917 -0.782 4.702
H -3.306 -0.912 2.876
H 0.639 -1.700 4.306
H -2.541 -1.120 0.438
H 1.412 -1.957 2.279
H 0.748 -0.929 -2.110
H 0.357 0.338 -3.406
H 2.087 -0.020 -2.911
H 0.444 2.640 -2.807
H 1.077 3.170 -1.241
H 2.112 2.435 -2.382
H -0.728 -2.216 -0.943
```

Calculated values
* calculated total energy: -933.90904 a.u.
* Kohn-Sham gap (alpha / beta): 6.53 / 7.30 eV
* LUMO level (alpha / beta): -1.080 / -0.484 eV
* max |F|: 3.55 eV/Å

***

[3]
Computed, not measured: an isolated molecule of C4H10N2 at a distorted geometry, with the ωB97M-V functional and the def2-TZVPD basis.

Structure (XYZ):
```
16
Properties=species:S:1:pos:R:3
C -0.177 -1.609 -2.217
C -0.260 -1.539 -0.697
C 0.433 -0.277 -0.172
N 0.005 -0.041 1.207
C -0.339 1.157 1.499
N 0.183 2.304 0.916
H -0.435 -0.691 -2.751
H 0.896 -1.628 -2.460
H -0.730 -2.446 -2.629
H -1.298 -1.623 -0.410
H 0.153 -2.436 -0.231
H 0.220 0.539 -0.867
H 1.502 -0.514 -0.215
H -0.600 1.214 2.558
H 0.143 3.127 1.491
H 1.077 2.225 0.459
```

Calculated values
* calculated total energy: -267.88276 a.u.
* Kohn-Sham gap: 9.86 eV
* LUMO level: 0.982 eV
* max |F|: 3.81 eV/Å
* SMILES: CCC/N=C\N

***

[4]
Computed, not measured: a structure of composition C9H16INOPd at a distorted geometry, with the ωB97M-V functional and the def2-TZVPD basis.

Structure (XYZ):
```
29
Properties=species:S:1:pos:R:3
C 1.593 -1.942 1.994
C 2.907 -1.347 1.458
H 1.561 -1.467 2.986
H 1.725 -3.037 2.004
H 0.555 -1.798 1.606
H 3.044 -0.398 0.889
H 3.370 -1.034 2.366
H 3.396 -2.072 0.878
Pd 0.985 0.026 0.233
C 1.270 -1.489 -1.002
H 1.989 -1.091 -1.729
H 0.328 -1.661 -1.527
H 1.650 -2.424 -0.576
I 1.158 2.214 1.954
O 1.109 1.710 -1.139
C -0.144 1.859 -1.854
C -1.304 1.301 -1.102
C -2.617 1.647 -1.429
C -3.667 1.070 -0.714
C -3.362 0.205 0.313
C -2.034 -0.077 0.621
N -1.046 0.456 -0.103
H 1.140 2.376 -0.396
H -0.300 2.924 -2.010
H -0.009 1.366 -2.823
H -2.729 2.356 -2.264
H -4.681 1.315 -0.989
H -4.123 -0.267 0.889
H -1.764 -0.721 1.466
```

Calculated values
* calculated total energy: -907.99939 a.u.
* Kohn-Sham gap (alpha / beta): 6.83 / 7.67 eV
* LUMO level (alpha / beta): 0.112 / -0.324 eV
* max |F|: 2.43 eV/Å
* multiplicity: 3

***

[5]
Computed, not measured: a cluster of 3 separate species, C17H38N2O8 in total at a distorted geometry, with the ωB97M-V functional and the def2-TZVPD basis.

Structure (XYZ):
```
65
Properties=species:S:1:pos:R:3
C 2.805 0.054 6.072
O 2.779 0.581 7.384
C 2.291 1.849 7.462
O 2.951 2.774 7.865
N 0.914 2.036 7.054
N 0.106 1.015 7.610
C -0.945 0.734 6.951
C -1.532 -0.647 7.068
C -1.636 1.697 6.021
H 3.637 0.447 5.488
H 2.974 -1.015 6.131
H 1.875 0.199 5.526
H 0.890 1.993 6.041
H -0.701 -1.337 7.177
H -2.174 -0.793 7.934
H -2.043 -0.925 6.153
H -2.708 1.553 6.065
H -1.325 1.509 4.991
H -1.352 2.708 6.290
C 4.550 1.767 0.629
O 3.697 0.644 0.661
C 3.656 0.053 1.946
C 2.591 -1.020 2.003
O 1.291 -0.498 2.253
C 0.646 0.109 1.141
C 0.080 -0.891 0.157
O 1.091 -1.329 -0.734
C 0.653 -2.407 -1.529
H 5.573 1.490 0.910
H 4.557 2.151 -0.388
H 4.186 2.553 1.301
H 3.447 0.820 2.702
H 4.638 -0.400 2.148
H 2.807 -1.666 2.857
H 2.601 -1.643 1.107
H 1.306 0.822 0.643
H -0.189 0.669 1.565
H -0.717 -0.411 -0.429
H -0.336 -1.748 0.700
H 0.425 -3.282 -0.909
H 1.457 -2.666 -2.216
H -0.232 -2.125 -2.109
C 0.445 0.213 -4.442
O -0.610 -0.162 -5.300
C -0.988 -1.514 -5.126
C -2.240 -1.820 -5.917
O -3.435 -1.447 -5.245
C -3.748 -0.061 -5.266
C -4.321 0.406 -6.585
O -3.279 0.684 -7.505
C -3.775 0.923 -8.801
H 1.331 -0.408 -4.618
H 0.693 1.249 -4.659
H 0.144 0.135 -3.391
H -1.168 -1.718 -4.064
H -0.168 -2.154 -5.484
H -2.305 -2.903 -6.033
H -2.192 -1.380 -6.915
H -2.887 0.544 -4.974
H -4.519 0.068 -4.503
H -4.897 1.328 -6.425
H -4.982 -0.367 -6.994
H -4.271 0.029 -9.199
H -2.931 1.167 -9.441
H -4.478 1.764 -8.804
```

Calculated values
* calculated total energy: -1381.77944 a.u.
* Kohn-Sham gap: 9.33 eV
* LUMO level: 0.493 eV
* max |F|: 1.93 eV/Å
* SMILES: COC(=O)NN=C(C)C.COCCOCCOC.COCCOCCOC

***

[6]
Computed, not measured: the ion C5H12NO with charge +1 at a distorted geometry, with the ωB97M-V functional and the def2-TZVPD basis.

Structure (XYZ):
```
19
Properties=species:S:1:pos:R:3
N -1.220 -1.506 1.912
C -1.155 -0.957 0.560
C -0.165 -1.088 -0.318
C -0.296 -0.248 -1.548
C 0.870 0.767 -1.514
C 0.684 1.755 -0.413
O 1.179 1.236 0.877
H -0.322 -1.407 2.454
H -1.442 -2.506 1.852
H -1.946 -0.926 2.400
H -2.098 -0.476 0.234
H 0.752 -1.601 -0.026
H -1.280 0.243 -1.690
H -0.311 -0.843 -2.513
H 0.826 1.343 -2.463
H 1.875 0.362 -1.476
H -0.385 1.937 -0.120
H 1.206 2.728 -0.440
H 2.104 0.984 0.783
```

Calculated values
* calculated total energy: -327.40267 a.u.
* Kohn-Sham gap: 9.80 eV
* LUMO level: -3.659 eV
* max |F|: 3.27 eV/Å
* SMILES: [NH3+]/C=C/CCCO
* total charge: +1

***

[7]
Computed, not measured: a structure of composition C27H34HgN3O4SSi at a distorted geometry, with the ωB97M-V functional and the def2-TZVPD basis.

Structure (XYZ):
```
71
Properties=species:S:1:pos:R:3
Hg 0.264 -0.993 -1.100
C 1.827 -4.026 4.132
C 1.173 -4.149 2.783
C 1.838 -4.733 1.713
C 1.245 -4.810 0.462
C -0.012 -4.268 0.258
C -0.666 -3.657 1.312
C -0.095 -3.620 2.570
S -0.783 -4.197 -1.399
O -0.822 -5.587 -1.853
O -2.087 -3.598 -1.143
N 0.055 -3.240 -2.307
C 1.250 -3.707 -2.921
C 1.976 -2.609 -3.781
O 2.631 -3.034 -4.742
O 1.900 -1.421 -3.407
H 2.495 -4.864 4.328
H 1.077 -3.975 4.920
H 2.412 -3.106 4.177
H 2.843 -5.113 1.854
H 1.755 -5.287 -0.361
H -1.636 -3.225 1.123
H -0.625 -3.150 3.390
H 1.043 -4.565 -3.576
H 2.013 -4.024 -2.182
C -1.955 4.890 -4.129
C -2.419 3.426 -4.132
N -1.722 2.597 -3.190
C -2.207 2.528 -1.828
C -1.520 3.472 -0.843
C -0.506 2.019 -3.473
C -0.155 1.798 -4.929
N 0.241 1.656 -2.508
H -2.434 5.440 -4.938
H -0.877 4.938 -4.261
H -2.201 5.370 -3.185
H -2.288 3.021 -5.138
H -3.489 3.388 -3.895
H -2.030 1.503 -1.487
H -3.287 2.718 -1.850
H -0.465 3.219 -0.808
H -1.951 3.333 0.145
H -1.631 4.516 -1.136
H 0.101 2.728 -5.439
H -0.980 1.321 -5.457
H 0.698 1.124 -4.967
H 1.086 1.183 -2.821
C -3.621 0.472 3.268
C -3.371 0.304 1.916
C -2.067 0.189 1.471
C -0.983 0.260 2.336
C -1.259 0.477 3.685
C -2.559 0.569 4.151
Si 0.804 -0.078 1.711
C 1.965 1.237 2.387
C 3.198 0.859 2.956
C 4.175 1.773 3.267
C 3.987 3.126 2.998
C 2.789 3.531 2.419
C 1.809 2.613 2.120
H -4.641 0.524 3.632
H -4.192 0.258 1.211
H -1.890 0.030 0.413
H -0.436 0.562 4.381
H -2.752 0.708 5.211
H 1.186 -1.269 2.525
H 3.377 -0.190 3.158
H 5.101 1.444 3.726
H 4.768 3.840 3.228
H 2.641 4.585 2.197
H 0.890 2.945 1.652
```

Calculated values
* calculated total energy: -2355.58219 a.u.
* Kohn-Sham gap (alpha / beta): 4.03 / 6.23 eV
* LUMO level (alpha / beta): 4.281 / 4.279 eV
* max |F|: 1.55 eV/Å
* multiplicity: 2
* total charge: -2

***

[8]
Computed, not measured: an isolated molecule of C20H21N5OS at a distorted geometry, with the ωB97M-V functional and the def2-TZVPD basis.

Structure (XYZ):
```
48
Properties=species:S:1:pos:R:3
O -1.240 -4.112 1.102
C -0.675 -3.056 0.886
C 0.685 -3.046 0.203
S 0.561 -2.435 -1.524
C 1.725 -1.155 -1.499
N 2.099 -0.512 -2.632
C 2.968 0.367 -2.211
N 3.127 0.281 -0.872
C 3.938 1.020 -0.005
C 4.923 1.869 -0.498
C 5.706 2.588 0.386
C 5.518 2.465 1.753
C 4.539 1.614 2.240
C 3.748 0.892 1.368
N 2.317 -0.697 -0.413
N -1.200 -1.870 1.258
C -0.683 -0.549 0.996
C -1.581 0.146 -0.032
N -2.934 0.208 0.481
C -3.778 1.236 0.068
C -5.090 1.007 -0.351
C -5.919 2.061 -0.688
C -5.465 3.366 -0.626
C -4.164 3.606 -0.215
C -3.333 2.560 0.132
C -3.463 -1.114 0.735
C -2.561 -1.823 1.751
H 1.423 -2.432 0.713
H 1.025 -4.079 0.143
H 3.475 1.066 -2.842
H 5.087 1.963 -1.560
H 6.471 3.246 0.003
H 6.134 3.030 2.436
H 4.390 1.512 3.304
H 2.983 0.224 1.730
H 0.345 -0.583 0.643
H -0.714 0.017 1.935
H -1.208 1.149 -0.234
H -1.551 -0.429 -0.973
H -5.469 0.000 -0.435
H -6.929 1.855 -1.012
H -6.114 4.185 -0.893
H -3.795 4.619 -0.153
H -2.332 2.775 0.477
H -4.462 -1.027 1.163
H -3.513 -1.720 -0.183
H -2.899 -2.847 1.913
H -2.574 -1.275 2.699
```

Calculated values
* calculated total energy: -1521.94928 a.u.
* Kohn-Sham gap: 8.20 eV
* LUMO level: 0.393 eV
* max |F|: 1.08 eV/Å
* SMILES: O=C(CSc1ncn(-c2ccccc2)n1)N1CCN(c2ccccc2)CC1

***

- Which formula does entry 7 have?
  C27H34HgN3O4SSi

***

What did the fourth record say?
Computed, not measured: a structure of composition C9H16INOPd at a distorted geometry, with the ωB97M-V functional and the def2-TZVPD basis.

Structure (XYZ):
```
29
Properties=species:S:1:pos:R:3
C 1.593 -1.942 1.994
C 2.907 -1.347 1.458
H 1.561 -1.467 2.986
H 1.725 -3.037 2.004
H 0.555 -1.798 1.606
H 3.044 -0.398 0.889
H 3.370 -1.034 2.366
H 3.396 -2.072 0.878
Pd 0.985 0.026 0.233
C 1.270 -1.489 -1.002
H 1.989 -1.091 -1.729
H 0.328 -1.661 -1.527
H 1.650 -2.424 -0.576
I 1.158 2.214 1.954
O 1.109 1.710 -1.139
C -0.144 1.859 -1.854
C -1.304 1.301 -1.102
C -2.617 1.647 -1.429
C -3.667 1.070 -0.714
C -3.362 0.205 0.313
C -2.034 -0.077 0.621
N -1.046 0.456 -0.103
H 1.140 2.376 -0.396
H -0.300 2.924 -2.010
H -0.009 1.366 -2.823
H -2.729 2.356 -2.264
H -4.681 1.315 -0.989
H -4.123 -0.267 0.889
H -1.764 -0.721 1.466
```

Calculated values
* calculated total energy: -907.99939 a.u.
* Kohn-Sham gap (alpha / beta): 6.83 / 7.67 eV
* LUMO level (alpha / beta): 0.112 / -0.324 eV
* max |F|: 2.43 eV/Å
* multiplicity: 3

***

- Number 6 is which compound?
  C5H12NO